No. 1
68
Properties=species:S:1:pos:R:3:lowdin_charge:R:1 method="wB97M-V/def2-TZVPD" multiplicity=9 e_homo_ev="-4.4 / -7.2" total_charge=-1 energy_ha=-5789.49991 homo_lumo_gap_ev="6.2 / 2.2" molar_mass_g_mol=896.51
Cr -1.662 -23.003 -22.438 0.56
S 1.378 -24.569 -22.524 0.58
S -0.148 -25.648 -23.855 0.48
S 0.476 -20.233 -22.325 0.56
S -4.072 -21.495 -20.354 0.50
F 1.046 -20.145 -19.687 0.14
F -4.758 -23.776 -19.309 0.10
F -5.544 -22.014 -18.269 0.16
F -0.606 -18.865 -20.260 0.16
F 1.505 -18.310 -20.730 0.07
F -3.451 -22.597 -17.951 0.14
F 1.303 -23.422 -21.420 -0.15
F -1.728 -25.700 -24.371 -0.20
O 5.342 -22.118 -22.091 0.05
O 1.825 -20.694 -22.638 -0.33
O -0.557 -22.260 -24.920 0.01
O 1.828 -25.677 -21.709 -0.11
O -5.224 -21.519 -21.214 -0.30
O -0.400 -21.402 -22.093 -0.41
O 0.001 -27.012 -23.419 -0.15
O -1.746 -15.733 -19.190 0.04
O 5.645 -16.524 -21.900 0.05
O -4.321 -20.605 -24.795 0.11
O 6.461 -21.261 -20.422 0.05
O 0.486 -25.296 -25.100 -0.11
O 2.305 -24.103 -23.538 -0.11
O -0.037 -19.289 -23.352 -0.32
O -2.689 -21.426 -23.685 -0.02
O -0.510 -20.809 -26.510 0.08
O 4.709 -14.871 -20.845 0.06
O -0.217 -15.136 -20.633 0.06
O -2.888 -22.070 -20.950 -0.40
O 5.852 -19.466 -24.293 0.06
O -3.729 -20.142 -19.844 -0.35
O 4.389 -19.382 -25.825 0.06
N 4.987 -16.049 -20.982 -0.44
N -3.427 -20.526 -24.006 -0.39
N -0.343 -24.445 -22.860 -0.25
N 4.727 -19.237 -24.686 -0.44
N 0.047 -21.615 -25.761 -0.40
N 5.423 -21.563 -20.989 -0.41
N -1.227 -15.724 -20.318 -0.43
C -1.901 -16.546 -21.367 0.03
C -4.482 -22.555 -18.792 -0.66
C 0.574 -19.324 -20.618 -0.60
C 3.778 -18.620 -23.700 0.04
C 4.512 -16.989 -19.920 0.05
C 4.112 -21.240 -20.315 0.04
C 1.486 -21.848 -25.822 0.06
C -3.101 -19.181 -23.524 0.04
H -3.910 -18.474 -23.703 0.10
H 4.295 -21.295 -19.242 0.09
H 4.538 -16.323 -19.057 0.10
H 1.890 -20.836 -25.799 0.10
H -2.596 -17.006 -20.664 0.10
H 3.511 -17.208 -20.291 0.08
H 1.775 -22.386 -24.920 0.07
H 1.726 -22.478 -26.679 0.12
H 3.795 -17.535 -23.803 0.10
H 5.075 -17.905 -19.744 0.09
H -2.437 -15.942 -22.098 0.10
H -1.214 -17.105 -22.002 0.08
H 3.847 -20.191 -20.454 0.07
H -2.311 -18.691 -24.094 0.09
H -2.891 -19.187 -22.455 0.09
H 2.762 -18.908 -23.973 0.07
H 3.271 -21.900 -20.525 0.08
H 3.923 -18.900 -22.657 0.08

=====

No. 2
34
Properties=species:S:1:pos:R:3:lowdin_charge:R:1 method="wB97M-V/def2-TZVPD" multiplicity=5 e_homo_ev="-19.7 / -20.1" de_lowest_ev=3.536 total_charge=+3 energy_ha=-2211.36507 homo_lumo_gap_ev="7.0 / 5.9" molar_mass_g_mol=682.29
Os -0.002 0.015 -0.408 0.62
I -0.075 -2.617 -2.777 1.12
I -0.061 2.262 -1.233 1.09
S 0.003 -0.111 4.323 1.12
P -2.274 0.010 -0.070 0.61
P 2.273 -0.001 -0.056 0.63
O 0.076 -0.213 -3.597 -0.15
N -0.006 0.587 1.603 -0.15
C -3.158 -0.049 -1.611 -0.23
C -0.009 0.226 2.784 -0.73
C 3.174 -0.065 -1.595 -0.23
C 2.885 1.488 0.808 -0.21
C 2.855 -1.438 0.906 -0.18
C -2.867 -1.414 0.889 -0.18
C 0.034 -0.291 -2.316 -0.92
C -2.877 1.499 0.788 -0.22
H 2.868 0.805 -2.172 0.05
H -3.926 1.472 1.056 0.09
H 3.936 1.451 1.078 0.09
H -2.249 -1.284 1.768 0.02
H 3.901 -1.433 1.201 0.09
H -3.910 -1.405 1.185 0.09
H -2.888 -0.969 -2.116 0.04
H -2.641 -2.389 0.457 0.07
H -2.675 2.431 0.271 0.03
H 2.900 -0.989 -2.099 0.05
H -4.224 -0.012 -1.416 0.09
H 2.687 2.421 0.286 0.04
H -2.846 0.813 -2.190 0.05
H 2.234 -1.300 1.782 0.02
H 2.620 -2.410 0.466 0.07
H 4.241 -0.034 -1.382 0.09
H -2.272 1.479 1.686 0.02
H 2.272 1.463 1.701 0.02

=====

No. 3
32
Properties=species:S:1:pos:R:3:lowdin_charge:R:1 method="wB97M-V/def2-TZVPD" multiplicity=1 e_homo_ev=-16.5 de_lowest_ev=0.000 total_charge=+2 energy_ha=-725.38271 homo_lumo_gap_ev=8.8 molar_mass_g_mol=206.24
O 0.030 -2.058 0.098 0.11
O 1.699 -0.045 -0.848 0.08
O -0.129 0.789 -2.769 0.08
O 0.845 -0.803 1.879 0.02
N 0.125 1.199 3.178 0.22
N 0.393 1.499 0.248 0.13
C -0.595 -0.799 2.150 -0.27
C 0.410 0.207 -0.403 -0.43
C 0.023 -0.887 0.708 -0.39
C -1.060 0.592 2.612 -0.06
C 0.367 0.276 -3.836 -0.03
C -0.596 0.067 -1.636 0.02
C -1.243 -2.099 2.680 0.03
C 0.877 1.001 -4.895 0.04
H -1.036 -2.265 3.795 0.13
H -2.416 -2.036 2.562 0.15
H 0.387 -2.790 0.625 0.15
H -1.907 0.554 3.174 0.12
H 0.975 0.801 2.808 0.14
H -0.916 -2.967 2.159 0.06
H 0.961 2.063 -4.638 0.14
H 0.382 1.061 4.158 0.20
H 1.349 1.709 0.402 0.10
H 0.600 -0.779 -3.808 0.18
H 0.103 0.924 -5.786 0.21
H -1.432 1.142 1.815 0.11
H 2.119 -0.694 -0.275 0.13
H 0.189 2.175 2.981 0.17
H -0.465 -0.922 -1.895 0.11
H -1.563 0.405 -1.448 0.14
H 1.638 0.511 -5.461 0.12
H -0.117 2.167 -0.335 0.12

=====

No. 4
31
Properties=species:S:1:pos:R:3:lowdin_charge:R:1 method="wB97M-V/def2-TZVPD" multiplicity=1 e_homo_ev=-10.7 de_lowest_ev=2.187 total_charge=+1 energy_ha=-1562.43212 homo_lumo_gap_ev=7.1 molar_mass_g_mol=237.35
S -0.677 -0.619 0.510 0.83
S 0.474 -1.390 -2.780 0.78
P -0.672 1.107 -0.796 0.97
N 2.182 -1.139 -0.768 -0.38
N -1.339 1.845 1.850 -0.23
C -2.230 -1.492 0.306 -0.32
C 3.361 -0.439 -0.247 -0.04
C -1.384 1.207 3.196 -0.03
C 1.548 -0.560 -1.745 -0.58
C -0.045 0.142 -3.766 -0.35
C 2.236 -2.587 -0.563 -0.08
C -1.943 3.190 1.669 0.01
C -1.065 1.145 0.811 -0.85
H 1.269 -2.989 -0.928 0.05
H -0.649 0.641 -3.033 -0.11
H -0.727 1.675 3.930 0.09
H 4.001 -0.299 -1.152 0.11
H 0.985 0.543 -4.046 0.06
H -2.138 -2.519 0.575 0.04
H -1.080 0.141 2.964 0.08
H 2.481 -2.762 0.498 0.09
H -2.559 3.383 2.608 0.13
H 3.079 0.557 0.053 0.08
H -2.439 3.219 0.737 0.07
H 3.016 -3.125 -1.175 0.12
H -2.403 -1.754 -0.750 0.06
H 3.604 -1.054 0.618 0.09
H -2.322 1.249 3.863 0.12
H -1.105 3.830 1.573 0.09
H -3.063 -0.930 0.719 0.06
H -0.397 -0.217 -4.730 0.03

=====

No. 5
30
Properties=species:S:1:pos:R:3:lowdin_charge:R:1 method="wB97M-V/def2-TZVPD" multiplicity=1 e_homo_ev="-8.2 / -8.2" de_lowest_ev=4.659 energy_ha=-1185.00868 homo_lumo_gap_ev="7.9 / 7.9" molar_mass_g_mol=207.28
S -1.328 -4.268 -0.212 0.38
P -0.349 0.502 1.999 1.06
O -0.902 1.391 0.779 -0.41
N -0.199 -1.339 1.201 -0.27
C 1.069 -1.996 -1.329 -0.24
C -0.356 -1.430 -1.199 -0.24
C -0.226 3.666 1.132 -0.04
C 1.137 -1.719 1.189 -0.35
C 1.905 -1.467 -0.137 -0.17
C -0.502 2.616 -1.206 -0.07
C -1.054 -1.857 0.151 -0.27
C -0.142 2.427 0.268 -0.58
H -2.524 -3.868 0.397 -0.22
H -1.564 2.896 -1.317 0.09
H -2.126 -1.657 0.109 0.08
H 0.960 -3.139 -1.505 0.11
H 1.155 -2.839 1.217 0.12
H -0.925 -2.011 -1.930 0.08
H 1.885 -0.267 -0.248 0.13
H -1.636 0.312 2.506 -0.06
H 1.629 -1.292 2.020 0.07
H 3.013 -1.675 -0.249 0.12
H 0.212 3.287 -1.665 0.08
H -0.251 -0.348 -1.475 0.10
H 1.490 -1.736 -2.262 0.08
H 0.882 2.173 -0.053 0.13
H -0.472 1.842 -1.987 0.07
H 0.288 3.433 2.059 0.07
H 0.192 4.530 0.501 0.12
H -1.260 3.832 1.246 0.07

=====

No. 6
29
Properties=species:S:1:pos:R:3:lowdin_charge:R:1 method="wB97M-V/def2-TZVPD" multiplicity=1 e_homo_ev=-9.5 de_lowest_ev=1.758 energy_ha=-755.63757 homo_lumo_gap_ev=10.3 smiles="CC[Si](CC)(CC)OC(C)=O" molar_mass_g_mol=174.32
Si -0.259 -0.435 -0.414 0.64
O -1.418 1.102 1.687 0.07
O 0.477 0.055 1.010 -0.07
C -2.033 -1.043 -0.139 -0.30
C 0.621 1.294 3.015 0.04
C -0.256 0.754 1.858 -0.58
C 1.069 -1.676 -1.206 -0.27
C -1.934 -1.982 0.983 -0.17
C -0.414 1.135 -1.543 -0.28
C 0.320 2.321 -0.976 -0.16
C 2.258 -0.910 -1.812 -0.16
H -0.110 0.907 -2.548 0.05
H 2.998 -1.585 -2.304 0.08
H 0.180 2.451 0.118 0.06
H 1.775 -0.357 -2.594 0.04
H -2.821 -2.484 1.223 0.06
H -2.552 -0.089 0.055 0.08
H -1.580 -1.433 1.830 0.05
H 1.389 2.215 -1.046 0.06
H -1.161 -2.754 0.736 0.09
H 1.647 1.043 2.817 0.07
H 0.491 2.363 2.947 0.09
H 0.516 -2.374 -1.884 0.08
H -1.532 1.175 -1.667 0.08
H -2.296 -1.351 -1.139 0.07
H 0.374 0.904 3.969 0.07
H 1.454 -2.262 -0.397 0.04
H 2.742 -0.251 -1.081 0.07
H 0.052 3.268 -1.495 0.08

=====

No. 7
27
Properties=species:S:1:pos:R:3:lowdin_charge:R:1 method="wB97M-V/def2-TZVPD" multiplicity=1 e_homo_ev="-7.1 / -7.9" de_lowest_ev=4.781 energy_ha=-604.89814 homo_lumo_gap_ev="7.1 / 8.7" molar_mass_g_mol=142.32
Si -1.162 2.711 0.688 0.61
C -0.371 -0.238 -0.011 -0.52
C 1.190 1.604 -0.726 -0.14
C 1.742 -0.918 1.190 -0.08
C 0.754 -2.568 -0.572 -0.07
C -0.109 1.386 0.041 -0.34
C -1.529 -0.499 1.002 -0.08
C 0.664 -1.367 0.264 -0.28
C -1.013 -0.365 -1.366 -0.11
H -2.568 2.521 0.284 -0.07
H -0.698 3.920 -0.140 -0.05
H 2.542 -0.472 0.604 0.06
H -1.642 -1.278 -1.545 0.10
H 2.023 -1.877 1.651 0.08
H -0.080 -0.484 -2.102 0.12
H -2.407 0.070 0.847 0.04
H -1.262 -0.400 2.049 0.09
H -1.855 -1.503 0.885 0.07
H -0.049 -3.349 -0.292 0.11
H -1.609 0.534 -1.820 0.12
H 1.152 2.028 -1.743 0.09
H 1.968 2.162 -0.205 0.08
H 1.753 -3.059 -0.608 0.10
H 1.578 0.649 -0.923 0.03
H -1.008 3.128 2.081 -0.09
H 0.333 -2.265 -1.504 0.03
H 1.663 -0.071 1.973 0.12